(1)
DFT (the ωB97M-V functional and the def2-TZVPD basis) results for C5H6KLiMgO4 as an isolated structure at a distorted geometry.

Computed properties:
Strongest force on any atom: 3.02 eV/Å
Electronic energy: -35434.3264 eV

```
! wB97M-V def2-TZVPD RIJCOSX def2/J DEFGRID3
* xyz 2 1
O 1.56603 -0.58333 -1.02189
C 1.98582 -0.11360 0.07137
O 2.51832 1.05082 -0.02886
Mg 1.41252 1.56886 -1.68371
K 4.67119 2.37108 1.84863
O -0.51439 1.50684 -1.73436
Li 0.17490 -1.48862 -1.97625
C -1.09873 0.40958 -1.46121
O -2.40722 0.57860 -1.40157
C -3.21339 -0.48853 -0.91619
H -4.07076 -0.04022 -0.40297
H -3.56300 -1.11449 -1.74779
H -2.63796 -1.10134 -0.21126
C 1.55611 -0.71026 1.34722
C 0.77363 -0.16461 2.31295
H 2.22068 -1.52385 1.64605
H 0.67531 -0.67598 3.27199
H -0.04908 0.51903 2.08786
*
```

(2)
DFT (the ωB97M-V functional and the def2-TZVPD basis) results for a 3-piece molecular cluster, C30H62Br3I2N2O7 overall at a distorted geometry.

Computed properties:
Strongest force on any atom: 2.40 eV/Å
Electronic energy: -275744.3842 eV

```
! wB97M-V def2-TZVPD RIJCOSX def2/J DEFGRID3
* xyz 1 1
C 3.05637 -3.11825 3.99059
C 3.33852 -2.18477 2.77083
O 3.15262 -0.82123 3.14698
C 3.87378 0.03667 2.25744
C 3.31479 1.49127 2.19175
C 1.80481 1.63386 2.55838
C 1.00385 1.86395 1.23923
C -0.43789 1.29165 1.21064
C -0.61046 -0.16282 1.68731
N 0.59588 -1.00082 1.32904
C 0.23652 -1.35642 -0.07802
C 1.46207 -1.91622 -0.85958
I 1.48972 -1.34230 -2.98387
C 1.91168 -3.39493 -0.67549
C 1.38245 -4.39912 -1.77349
C -1.15041 -2.06036 0.19830
Br -1.88357 -2.07667 -1.65005
I -1.15662 -4.21919 0.65728
C -1.84793 -1.10943 1.30139
C -1.92719 -1.78211 2.77716
N -2.96179 -2.78367 2.95569
C -3.29687 -0.57925 1.15154
Br -3.49775 1.29834 0.43863
C -4.37734 -1.31634 0.27766
C -5.79384 -0.68403 0.65641
Br -4.58551 -3.23573 0.30023
H 2.30242 -2.67071 4.66975
H 3.98420 -3.22302 4.57829
H 2.64583 -4.08156 3.64319
H 4.35571 -2.37689 2.37585
H 2.60161 -2.44249 1.97208
H 3.94916 -0.45599 1.25809
H 4.92128 0.09137 2.63664
H 3.47838 1.84245 1.14977
H 3.97975 2.12606 2.80691
H 1.39966 0.80166 3.16122
H 1.71226 2.55377 3.17057
H 0.93124 2.95271 1.03935
H 1.54644 1.45055 0.35505
H -1.10224 1.94291 1.81315
H -0.77228 1.37910 0.15346
H -0.43187 -0.07305 2.78416
H 1.53396 -0.62242 1.50934
H 0.64857 -1.91912 1.79452
H -0.07484 -0.49456 -0.71102
H 2.32576 -1.31557 -0.48661
H 3.01715 -3.40639 -0.81184
H 1.75484 -3.79097 0.35047
H 0.31190 -4.19375 -1.96551
H 1.46353 -5.43014 -1.37785
H 2.00726 -4.32102 -2.67526
H -0.95444 -2.21969 3.08355
H -2.13355 -0.97219 3.51349
H -3.72545 -2.49794 3.55183
H -2.58744 -3.64958 3.31927
H -3.73591 -0.45754 2.16038
H -4.22411 -0.98582 -0.76860
H -6.54610 -1.49617 0.60186
H -6.10768 0.06216 -0.09703
H -5.80988 -0.25989 1.67540
C -4.32479 -3.70284 -3.63098
O -5.70073 -3.57106 -3.90183
C -6.23058 -2.36327 -3.37383
C -7.54959 -2.02118 -4.04332
O -7.39014 -1.40609 -5.31629
C -6.99930 -2.26799 -6.38166
C -8.12405 -3.16414 -6.86875
O -8.26726 -4.28901 -6.01350
C -9.50896 -4.93625 -6.19621
H -4.14238 -3.71061 -2.55141
H -3.98385 -4.64647 -4.05577
H -3.76202 -2.88685 -4.10340
H -5.52145 -1.53964 -3.52449
H -6.39473 -2.51032 -2.29789
H -8.05303 -1.27271 -3.42613
H -8.21030 -2.88719 -4.10248
H -6.10984 -2.84298 -6.12196
H -6.72900 -1.60007 -7.20274
H -7.88744 -3.53268 -7.87493
H -9.05845 -2.59330 -6.90322
H -10.33524 -4.25995 -5.95151
H -9.54775 -5.78623 -5.51643
H -9.61286 -5.29844 -7.22451
C 8.15997 8.48448 -0.01358
O 7.86668 7.60510 1.05231
C 7.16443 8.25555 2.10132
C 6.47867 7.23517 2.99105
O 5.25074 6.75280 2.44969
C 5.36500 5.83451 1.37030
C 5.80478 4.44822 1.80893
O 7.21011 4.40415 1.98765
C 7.61133 3.28078 2.74034
H 8.78682 9.31500 0.32776
H 8.70006 7.92261 -0.77424
H 7.23626 8.87062 -0.45849
H 6.41629 8.94202 1.68949
H 7.89240 8.82420 2.69328
H 6.20310 7.73484 3.92248
H 7.14537 6.41237 3.25216
H 6.00332 6.22788 0.57851
H 4.35404 5.74756 0.96305
H 5.54310 3.71726 1.03092
H 5.29627 4.18119 2.74325
H 7.17707 3.31595 3.74601
H 8.69568 3.30857 2.83345
H 7.32129 2.35013 2.23774
*
```

(3)
DFT (the ωB97M-V functional and the def2-TZVPD basis) results for an isolated ion of composition C6H12N and charge +1 at a distorted geometry.

Computed properties:
Strongest force on any atom: 2.83 eV/Å
Electronic energy: -7897.5978 eV

```
! wB97M-V def2-TZVPD RIJCOSX def2/J DEFGRID3
* xyz 1 1
C -0.82928 1.30629 -0.56640
C 0.91095 0.76025 1.02018
C 0.54907 1.64435 -0.11543
C -0.74487 -0.22584 -0.41031
C -1.78155 -0.88071 0.48475
C 1.63571 -1.19321 -0.44991
N 0.63434 -0.38804 0.15647
H -1.57018 1.76472 0.09650
H -1.04876 1.62125 -1.58355
H 1.94337 0.81389 1.35068
H 0.22736 0.79594 1.87031
H 1.28761 2.10632 -0.75072
H -0.77018 -0.69542 -1.39524
H -1.73762 -0.50199 1.50160
H -1.63307 -1.95591 0.50803
H -2.77342 -0.68252 0.08781
H 2.59982 -1.01800 0.02490
H 1.38186 -2.24811 -0.30316
H 1.71885 -1.02325 -1.52653
*
```

(4)
DFT (the ωB97M-V functional and the def2-TZVPD basis) results for the molecule CH3N5.

Computed properties:
Strongest force on any atom: 0.58 eV/Å
SMILES: [H]/N=c1\nn[nH][nH]1
Electronic energy: -8533.8233 eV

```
! wB97M-V def2-TZVPD RIJCOSX def2/J DEFGRID3
* xyz 0 1
C -0.72686 -0.17154 0.04192
H -2.39389 -0.98027 -0.09502
H 2.16976 0.65568 0.50044
H -0.04119 1.70902 -0.45840
N -1.98710 -0.05746 -0.00094
N 0.08280 -1.35684 0.02030
N 1.29187 -1.02616 -0.00822
N 1.43275 0.33019 -0.12296
N 0.17187 0.89737 0.12287
*
```

(5)
DFT (the ωB97M-V functional and the def2-TZVPD basis) results for C37H32IrN9OS3Sb as an isolated structure at a distorted geometry.

Computed properties:
Strongest force on any atom: 2.68 eV/Å
Electronic energy: -96223.2817 eV

```
! wB97M-V def2-TZVPD RIJCOSX def2/J DEFGRID3
* xyz 1 1
Ir -0.06523 1.87131 -0.55916
S 1.12278 4.03660 -0.32793
C 1.26498 3.67538 1.35164
S 0.78639 2.07172 1.77383
C 1.71756 4.55756 2.31415
C 1.80989 4.14004 3.65584
N 1.89150 3.77770 4.74143
C 2.07063 5.88998 2.04513
N 2.35209 6.98957 1.87401
C 5.44421 -1.08226 4.90948
C 5.78580 -1.04959 3.45031
C 5.51328 0.06123 2.66207
C 5.85179 0.09616 1.31980
C 6.46950 -1.00008 0.72824
N 6.87955 -1.01662 -0.62002
C 6.50039 -0.26185 -1.68240
O 7.16516 -0.16928 -2.68607
N 5.27446 0.42659 -1.58828
C 4.05717 -0.06132 -1.18900
C 3.84903 -1.36727 -0.73250
C 2.57060 -1.74483 -0.37400
C 1.52604 -0.84674 -0.49684
N 1.70985 0.39365 -0.94954
C 2.93451 0.77483 -1.28148
C 6.74876 -2.11996 1.50961
C 6.41005 -2.13948 2.84829
H 5.05009 -0.12604 5.24448
H 6.32621 -1.32133 5.50285
H 4.69950 -1.85200 5.11374
H 5.05046 0.93116 3.10429
H 5.66664 0.99173 0.74833
H 7.72244 -1.54840 -0.80490
H 5.24136 1.22448 -2.21132
H 4.66171 -2.07301 -0.68888
H 2.38210 -2.74173 -0.01215
H 0.51540 -1.12252 -0.23743
H 3.04607 1.78710 -1.64772
H 7.24796 -2.97178 1.07011
H 6.65000 -3.00844 3.44250
N -1.61177 -2.73279 -3.99570
C -1.58539 -1.58822 -4.70410
N -1.78906 -1.62784 -6.02246
N -1.39474 -0.41580 -4.16479
C -1.27471 -0.05034 -2.96290
N -1.20264 0.43699 -1.90450
H -1.73830 -3.62372 -4.44135
H -1.41808 -2.71269 -3.01015
H -1.86879 -2.49180 -6.52993
H -1.78030 -0.75599 -6.52413
S -2.37974 2.93154 -0.25323
Sb -3.50470 0.90609 -0.16238
C -4.35076 0.41561 -2.07769
C -4.69423 1.46756 -2.91077
C -5.29843 1.20715 -4.12889
C -5.51223 -0.10079 -4.53045
C -5.14062 -1.14928 -3.70503
C -4.58362 -0.89153 -2.46519
C -5.12680 1.14975 1.21364
C -6.10422 2.09690 0.95344
C -7.10387 2.31653 1.88593
C -7.12160 1.59356 3.06837
C -6.15853 0.62715 3.30911
C -5.15569 0.40324 2.38079
C -2.30822 -0.63154 0.73538
C -2.20431 -1.91308 0.22605
C -1.46357 -2.86522 0.90841
C -0.81585 -2.52350 2.08493
C -0.89846 -1.23152 2.57789
C -1.65213 -0.28485 1.90580
H -4.49449 2.48842 -2.61039
H -5.61094 2.02897 -4.75488
H -5.98429 -0.30445 -5.47770
H -5.29523 -2.17445 -4.00802
H -4.36266 -1.71852 -1.80606
H -6.07884 2.66385 0.03082
H -7.86528 3.05846 1.69866
H -7.88495 1.78737 3.80592
H -6.18441 0.05515 4.22509
H -4.39874 -0.34907 2.56765
H -2.70729 -2.17630 -0.69366
H -1.39923 -3.87488 0.52461
H -0.25720 -3.27319 2.62442
H -0.39227 -0.96247 3.49179
H -1.74348 0.71726 2.30515
*
```

Question: Look up the electronic energy of the third one.
Answer: -7897.5978 eV

Question: What is the strongest force on any atom in the second record?
Answer: 2.40 eV/Å